(1)
ORCA calculation (wB97M-V/def2-TZVPD) on 8 unconnected molecules or ions with the total composition C45H71Br2Cl2N2O23S at a distorted geometry.

Geometry as ORCA input:
```
! wB97M-V def2-TZVPD RIJCOSX def2/J DEFGRID3
* xyz 1 1
C 2.26 4.23 -2.31
C 1.34 4.03 -1.11
S 1.05 2.30 -0.66
C 0.63 1.36 -2.13
N -0.79 0.85 -2.09
C -1.72 2.04 -2.13
Cl -2.30 2.51 -0.51
C -2.95 1.97 -3.05
O -3.04 0.91 -3.96
C -2.54 -0.36 -3.57
C -2.68 -1.08 -4.93
C -2.52 -2.59 -4.98
O -1.43 -3.13 -5.16
Br -4.06 -3.79 -4.81
C -3.51 -1.03 -2.56
Br -5.37 -0.89 -3.20
C -3.59 -0.49 -1.12
C -4.30 -1.52 -0.20
C -1.05 -0.29 -3.09
C -0.04 -0.29 -4.24
C -0.07 0.87 -5.18
N -0.59 1.99 -4.93
C -0.82 -1.62 -2.31
C 0.62 -2.04 -1.98
C 0.54 -3.45 -1.33
Cl 1.01 -4.67 -2.56
H 1.76 3.89 -3.22
H 2.43 5.30 -2.44
H 3.18 3.70 -2.17
H 0.39 4.56 -1.22
H 1.83 4.45 -0.24
H 1.34 0.54 -2.15
H 0.82 1.97 -3.00
H -0.86 0.47 -1.14
H -1.13 2.89 -2.43
H -2.98 2.89 -3.62
H -3.85 1.98 -2.44
H -1.99 -0.68 -5.67
H -3.65 -0.82 -5.34
H -3.36 -2.10 -2.47
H -4.18 0.41 -1.06
H -2.64 -0.28 -0.64
H -3.56 -1.95 0.48
H -4.99 -0.99 0.45
H -4.78 -2.31 -0.75
H 1.00 -0.38 -3.93
H -0.19 -1.18 -4.84
H 0.43 0.71 -6.14
H -0.47 2.61 -5.73
H -1.25 -2.46 -2.84
H -1.32 -1.60 -1.34
H 1.24 -2.18 -2.85
H 1.12 -1.40 -1.26
H 1.22 -3.53 -0.49
H -0.48 -3.69 -1.07
C 3.76 4.42 4.22
C 4.39 3.76 3.03
C 5.80 4.21 2.72
O 5.89 3.96 1.30
C 4.64 4.05 0.81
O 4.37 4.08 -0.36
O 3.72 4.12 1.80
H 2.69 4.22 4.25
H 4.20 4.05 5.14
H 3.88 5.51 4.18
H 4.34 2.67 3.13
H 6.56 3.64 3.26
H 5.96 5.27 2.89
C -0.71 -5.15 3.43
C 0.00 -4.02 2.72
C 0.71 -3.04 3.61
O 0.70 -1.84 2.81
C -0.38 -1.91 2.00
O -0.79 -1.02 1.32
O -0.94 -3.14 2.05
H -1.37 -5.67 2.75
H 0.00 -5.86 3.83
H -1.32 -4.76 4.24
H 0.68 -4.43 1.96
H 1.73 -3.34 3.85
H 0.16 -2.84 4.54
C -5.72 -6.40 4.06
C -4.71 -7.50 3.87
C -4.45 -8.37 5.08
O -3.11 -8.82 4.84
C -2.50 -7.87 4.09
O -1.33 -7.82 3.86
O -3.40 -6.97 3.63
H -5.67 -5.71 3.22
H -6.73 -6.80 4.13
H -5.50 -5.82 4.96
H -4.98 -8.12 3.01
H -5.13 -9.21 5.16
H -4.46 -7.81 6.02
C -0.62 0.47 7.59
C 0.48 0.73 6.60
C 1.45 -0.40 6.39
O 2.64 0.28 5.97
C 2.59 1.53 6.51
O 3.50 2.29 6.51
O 1.37 1.77 7.05
H -1.13 1.40 7.85
H -1.35 -0.23 7.19
H -0.22 0.06 8.52
H 0.06 1.06 5.64
H 1.13 -1.11 5.63
H 1.68 -0.94 7.32
C -7.53 -1.03 2.49
C -6.44 -1.63 3.35
C -6.59 -3.11 3.62
O -5.89 -3.25 4.87
C -5.96 -2.05 5.51
O -5.64 -1.87 6.63
O -6.46 -1.10 4.68
H -7.47 0.06 2.52
H -7.43 -1.36 1.46
H -8.52 -1.31 2.86
H -5.46 -1.41 2.91
H -6.14 -3.73 2.86
H -7.63 -3.41 3.78
C 0.56 -0.50 -10.43
C 1.13 0.85 -10.07
C 2.45 1.18 -10.71
O 3.02 2.10 -9.76
C 2.50 1.81 -8.55
O 2.88 2.25 -7.52
O 1.48 0.92 -8.67
H -0.26 -0.76 -9.77
H 0.20 -0.50 -11.46
H 1.32 -1.28 -10.33
H 0.39 1.63 -10.26
H 2.36 1.65 -11.69
H 3.12 0.31 -10.79
C 7.44 6.16 0.13
C 8.43 7.29 0.14
C 9.87 6.89 -0.02
O 10.55 7.96 0.64
C 9.71 8.47 1.58
O 10.01 9.25 2.42
O 8.46 7.95 1.42
H 6.46 6.51 0.47
H 7.33 5.73 -0.87
H 7.75 5.37 0.81
H 8.15 8.04 -0.61
H 10.19 6.81 -1.05
H 10.11 5.96 0.51
*
```

**Highest occupied orbital energy**: -11.51 eV

(2)
ORCA calculation (wB97M-V/def2-TZVPD) on 2 unconnected molecules or ions with the total composition C9H14 at a distorted geometry.

Geometry as ORCA input:
```
! wB97M-V def2-TZVPD RIJCOSX def2/J DEFGRID3
* xyz -1 2
C -2.45 0.25 -0.10
C 0.18 -0.07 -2.78
C -1.06 -0.13 -2.11
C 1.24 0.67 -2.24
C -1.16 0.50 -0.87
C 1.14 1.26 -1.01
C -0.12 1.27 -0.31
H 0.25 -0.44 -3.81
H -1.82 -0.73 -2.59
H 2.16 0.72 -2.80
H 1.94 1.94 -0.73
H -2.72 1.29 0.18
H -2.18 -0.16 0.88
H -0.31 1.87 0.59
H -3.30 -0.12 -0.68
C 1.79 -1.06 2.38
C 0.27 -0.98 2.17
H 2.17 -0.03 2.44
H 2.07 -1.53 3.34
H 2.36 -1.62 1.62
H -0.14 0.02 1.98
H -0.10 -1.61 1.37
H -0.21 -1.30 3.09
*
```

**Highest occupied orbital energy (alpha / beta)**: 0.95 / -3.40 eV
**Energy above the lowest of the compared OMol25 structures with the same formula, charge and spin**: 59.9 kJ/mol

(3)
ORCA calculation (wB97M-V/def2-TZVPD) on 2 unconnected molecules or ions with the total composition C9H13NO at a distorted geometry.

Geometry as ORCA input:
```
! wB97M-V def2-TZVPD RIJCOSX def2/J DEFGRID3
* xyz 0 1
C -0.53 1.95 -1.86
C 0.33 0.72 -1.97
C 0.41 -0.10 -0.82
C 1.42 -1.04 -0.70
C 2.39 -1.12 -1.71
C 2.26 -0.44 -2.91
C 1.27 0.55 -2.96
H -0.81 2.33 -2.84
H 0.01 2.70 -1.27
H -1.49 1.81 -1.34
H -0.36 0.03 -0.08
H 1.38 -1.55 0.26
H 3.18 -1.84 -1.54
H 2.87 -0.51 -3.80
H 1.30 1.29 -3.76
C -1.80 -0.86 4.13
C -1.48 -0.24 2.77
N -2.25 0.84 2.47
O -0.68 -0.71 2.00
H -2.05 -0.16 4.91
H -0.88 -1.36 4.44
H -2.60 -1.57 3.92
H -2.29 1.18 1.52
H -3.00 1.22 3.03
*
```

**Highest occupied orbital energy**: -8.66 eV
**Energy above the lowest of the compared OMol25 structures with the same formula, charge and spin**: 46.9 kJ/mol
**Structure (SMILES)**: Cc1ccccc1.CC(N)=O